# 1
{"formula": "C46H47As2N7O9RuS2", "method": "ωB97M-V/def2-TZVPD", "max_force_ev_per_a": 0.361, "gap_ev": [7.7, 6.4], "charge": 1, "molar_mass_g_mol": 1157.0, "s2": 8.76, "multiplicity": 6, "relative_energy_ev": 0.000, "species": ["Ru", "C", "C", "N", "N", "C", "S", "S", "C", "C", "C", "C", "C", "C", "C", "C", "C", "C", "C", "C", "C", "O", "H", "H", "H", "H", "H", "H", "H", "H", "H", "H", "H", "H", "H", "H", "C", "N", "C", "C", "N", "C", "C", "C", "C", "C", "C", "N", "C", "N", "C", "C", "C", "C", "C", "C", "N", "H", "H", "H", "H", "H", "H", "H", "H", "H", "H", "H", "H", "H", "H", "H", "C", "O", "C", "O", "C", "C", "As", "C", "C", "C", "As", "C", "C", "O", "O", "C", "C", "O", "O", "C", "C", "O", "O", "C", "H", "H", "H", "H", "H", "H", "H", "H", "H", "H", "H", "H", "H", "H", "H", "H", "H", "H"], "xyz": [[0.29582, 1.68555, 0.95424], [1.81894, -1.05038, -2.53263], [1.05634, 0.00034, -1.77647], [1.08968, 0.04887, -0.48124], [1.83902, -0.94767, 0.13863], [2.46912, -0.56149, 1.18398], [2.50235, 1.05417, 1.86021], [3.46617, -1.69808, 2.06705], [3.27010, -3.18651, 1.06753], [3.89102, -3.17237, -0.31061], [3.52125, -4.19209, -1.18560], [4.03745, -4.24431, -2.47119], [4.93286, -3.27345, -2.90212], [5.30911, -2.26110, -2.03312], [4.79068, -2.21019, -0.74504], [0.27683, 0.97777, -2.55297], [0.45209, 1.01830, -3.94660], [-0.28522, 1.84762, -4.76233], [-1.26025, 2.66630, -4.19443], [-1.46180, 2.65305, -2.83313], [-0.68950, 1.83904, -1.98398], [-0.91497, 1.93528, -0.69049], [2.19819, -1.81729, -1.86674], [2.67058, -0.59508, -3.04363], [1.17208, -1.49511, -3.28903], [2.20415, -3.39177, 0.98470], [3.71106, -3.98234, 1.67330], [2.81688, -4.94549, -0.84892], [3.74646, -5.04688, -3.13800], [5.33775, -3.31173, -3.90498], [6.01365, -1.50483, -2.35587], [5.08998, -1.41243, -0.07561], [1.19457, 0.38224, -4.40475], [-0.10916, 1.85634, -5.82897], [-1.85716, 3.31783, -4.82132], [-2.22443, 3.26844, -2.37072], [-0.51179, 4.98987, 0.59879], [-1.09560, 3.81196, 1.22717], [-1.69099, 3.99029, 2.54479], [-1.22997, 2.90514, 3.46428], [-0.46566, 1.90405, 3.10062], [-0.28258, 1.11675, 4.24215], [0.44733, -0.05392, 4.43585], [0.41417, -0.61530, 5.69754], [-0.32488, -0.04290, 6.74343], [-1.04840, 1.11918, 6.56282], [-1.00357, 1.68195, 5.29412], [-1.59159, 2.82304, 4.76244], [0.82282, 4.68609, -0.00842], [1.39451, 3.51299, -0.00468], [2.57409, 3.64953, -0.73986], [3.53773, 2.70908, -1.09786], [4.59351, 3.14815, -1.87021], [4.69930, 4.48507, -2.28313], [3.74559, 5.42334, -1.94340], [2.68302, 4.97158, -1.17067], [1.55074, 5.60841, -0.68049], [-0.39751, 5.79292, 1.33003], [-1.16100, 5.37765, -0.19306], [-1.75846, 3.36233, 0.60228], [-2.77987, 3.93564, 2.48802], [-1.42791, 4.96230, 2.96776], [1.02724, -0.49749, 3.63845], [0.97860, -1.51742, 5.89108], [-0.31865, -0.51720, 7.71543], [-1.60922, 1.56931, 7.37081], [-2.17986, 3.47626, 5.25111], [3.45940, 1.68178, -0.77161], [5.36309, 2.44699, -2.16410], [5.54641, 4.78613, -2.88436], [3.82240, 6.45211, -2.26866], [1.29834, 6.57115, -0.82338], [0.74771, -3.82955, 3.73668], [0.37224, -3.01384, 2.61352], [-0.73863, -3.41687, 1.98267], [-1.44758, -4.30937, 2.35411], [-1.06989, -2.52651, 0.81955], [-1.01285, -2.91382, -0.45105], [-1.71490, -1.98766, -2.04152], [-3.20234, -3.24357, -2.33088], [-2.83493, -0.62073, -1.16657], [-2.84293, -0.25564, 0.11238], [-1.50222, -0.74607, 1.42219], [-2.64743, -1.14259, 2.95367], [-3.78175, 0.75901, 0.68585], [-3.41067, 1.82990, 1.12007], [-5.01386, 0.28317, 0.77729], [-6.04907, 1.17087, 1.23040], [-3.71851, 0.15089, -2.10181], [-4.35211, 1.13246, -1.79994], [-3.67893, -0.35107, -3.33729], [-4.44032, 0.36424, -4.32195], [-0.24566, -4.16939, -0.74201], [0.47205, -4.73455, 0.04410], [-0.36914, -4.53302, -2.02214], [0.41544, -5.66786, -2.42444], [-0.02258, -3.78947, 4.50537], [1.68316, -3.41160, 4.09629], [0.88126, -4.86123, 3.41721], [-2.79199, -4.18497, -2.68578], [-3.85901, -2.82439, -3.08899], [-3.75268, -3.40275, -1.40542], [-3.43627, -1.83984, 2.67991], [-3.07321, -0.20362, 3.30779], [-2.03540, -1.56332, 3.74903], [-6.83175, 1.15095, 0.47710], [-5.66425, 2.17855, 1.35213], [-6.42943, 0.79142, 2.17603], [-4.24229, -0.13519, -5.26444], [-4.11555, 1.40173, -4.35818], [-5.49986, 0.32282, -4.07726], [0.18664, -5.82426, -3.47338], [0.14401, -6.54040, -1.83432], [1.47303, -5.45021, -2.29023]], "forces_ev_per_angstrom": [[0.33, 0.12, 0.01], [-0.03, 0.00, -0.04], [-0.03, 0.06, -0.02], [0.03, 0.01, 0.01], [0.00, 0.01, 0.02], [0.01, -0.04, 0.01], [-0.03, -0.03, -0.02], [0.01, 0.00, 0.01], [-0.03, 0.03, -0.02], [-0.03, -0.03, 0.01], [0.04, -0.02, 0.00], [0.03, 0.03, 0.02], [-0.02, -0.02, -0.02], [0.00, 0.01, 0.01], [0.05, 0.01, 0.01], [-0.05, -0.07, -0.02], [0.00, 0.00, -0.02], [0.01, 0.00, 0.01], [-0.01, -0.01, 0.00], [-0.02, 0.00, 0.00], [0.10, 0.07, 0.05], [-0.18, -0.18, -0.12], [-0.02, 0.00, -0.01], [0.02, 0.01, 0.02], [0.03, 0.00, 0.01], [0.02, -0.03, 0.01], [0.03, 0.04, 0.02], [0.09, 0.06, 0.06], [0.01, 0.00, -0.01], [0.01, 0.00, 0.00], [0.00, 0.00, 0.00], [-0.01, -0.01, 0.00], [0.01, -0.01, 0.01], [0.00, 0.00, 0.00], [0.00, -0.01, 0.00], [0.00, -0.01, 0.00], [-0.07, 0.02, -0.04], [-0.02, 0.02, 0.13], [-0.03, -0.07, -0.07], [-0.06, -0.12, -0.01], [0.07, 0.19, 0.04], [-0.06, -0.06, -0.02], [-0.01, -0.04, 0.00], [-0.03, -0.01, 0.01], [0.02, 0.00, 0.00], [0.02, 0.03, 0.01], [-0.01, -0.03, 0.01], [0.00, 0.02, -0.01], [0.02, 0.01, -0.08], [-0.01, 0.01, 0.08], [-0.01, -0.07, -0.03], [0.00, 0.01, 0.01], [0.00, 0.00, -0.01], [0.00, 0.01, 0.00], [0.00, 0.00, 0.00], [0.01, 0.00, -0.01], [-0.02, 0.01, -0.01], [0.03, -0.02, 0.02], [-0.01, 0.03, 0.02], [-0.01, -0.07, -0.01], [-0.07, 0.06, 0.00], [0.04, -0.02, 0.00], [-0.03, -0.01, 0.01], [0.01, -0.01, -0.01], [-0.01, 0.00, 0.00], [-0.01, -0.01, 0.00], [0.00, 0.00, 0.00], [0.01, 0.00, 0.01], [0.00, 0.00, 0.00], [0.00, 0.00, 0.00], [0.00, 0.00, 0.00], [0.00, 0.00, 0.00], [0.00, 0.03, 0.00], [-0.09, 0.04, 0.01], [0.29, -0.13, -0.17], [-0.09, 0.03, 0.01], [-0.11, 0.03, 0.15], [0.03, -0.02, 0.04], [0.03, 0.06, -0.03], [0.01, -0.03, 0.00], [-0.02, 0.00, 0.03], [-0.01, -0.11, 0.02], [-0.08, 0.06, -0.06], [-0.01, 0.03, 0.00], [0.01, 0.24, -0.16], [0.05, -0.03, 0.14], [0.01, -0.05, 0.04], [0.00, 0.01, 0.02], [0.00, 0.06, 0.05], [0.01, -0.05, -0.03], [0.01, 0.01, -0.03], [0.01, 0.01, -0.01], [0.03, 0.12, -0.10], [-0.10, -0.10, 0.06], [-0.04, -0.02, 0.01], [0.00, -0.02, -0.01], [0.01, 0.00, 0.01], [0.01, 0.01, 0.00], [0.00, 0.00, -0.01], [0.00, -0.01, 0.00], [0.02, -0.01, 0.01], [0.00, 0.00, 0.00], [0.00, 0.00, 0.00], [-0.01, 0.00, 0.00], [0.03, -0.01, 0.02], [0.00, -0.01, 0.00], [0.00, 0.00, -0.01], [0.00, 0.00, 0.01], [0.00, 0.00, 0.00], [0.01, 0.01, 0.00], [0.00, 0.01, 0.00], [-0.01, -0.01, 0.00], [-0.01, 0.00, 0.00], [-0.11, -0.03, -0.07]]}

***

# 2
{"formula": "C28H43BCaCl3F4LiN3O12", "method": "ωB97M-V/def2-TZVPD", "max_force_ev_per_a": 1.560, "gap_ev": 2.8, "charge": 1, "molar_mass_g_mol": 853.8, "species": ["N", "C", "C", "C", "C", "C", "O", "C", "O", "C", "C", "O", "Cl", "H", "H", "H", "H", "H", "H", "H", "H", "H", "H", "H", "H", "H", "H", "C", "C", "C", "O", "C", "C", "C", "O", "O", "O", "H", "H", "H", "H", "Ca", "B", "F", "F", "F", "F", "O", "C", "O", "C", "C", "C", "H", "H", "H", "H", "H", "H", "O", "H", "O", "H", "H", "Li", "Cl", "C", "C", "Cl", "H", "H", "H", "H", "C", "O", "N", "C", "C", "H", "H", "H", "H", "H", "H", "H", "N", "C", "C", "C", "C", "C", "H", "H", "H", "H", "H"], "xyz": [[8.86208, -3.02492, 0.77882], [7.60136, -2.31226, 1.08758], [6.70953, -2.20112, -0.16820], [5.93275, -0.89495, -0.24977], [5.28658, -0.45105, 1.08573], [3.79941, -0.14414, 0.98376], [2.92082, -1.25568, 1.37990], [2.60790, -2.10618, 0.42322], [3.38597, -2.89444, -0.10504], [1.11710, -2.17524, 0.03576], [0.78312, -3.44803, 0.65878], [0.46386, -3.61452, 1.78525], [0.99447, -4.96451, -0.38952], [8.86823, -3.91315, 1.25435], [9.62346, -2.47955, 1.15397], [7.06741, -2.90785, 1.82456], [7.78810, -1.30873, 1.45190], [7.36345, -2.27737, -1.02848], [6.05705, -3.07094, -0.18639], [5.12316, -0.98809, -0.96373], [6.58046, -0.10862, -0.61937], [5.38357, -1.20056, 1.86641], [5.76189, 0.46113, 1.42834], [3.53136, 0.25144, 0.00995], [3.58292, 0.63469, 1.69824], [1.06527, -2.21747, -1.05285], [0.53631, -1.35478, 0.42286], [1.75200, 3.19777, 0.79565], [0.87987, 4.15749, 1.14215], [1.31735, 5.58728, 1.33976], [0.46818, 6.40599, 1.63368], [2.72491, 5.90679, 1.17124], [3.59881, 4.94508, 0.82895], [3.16280, 3.52388, 0.60744], [3.99511, 2.70464, 0.28298], [4.88760, 5.17649, 0.65987], [-0.40654, 3.90897, 1.33287], [1.44878, 2.17016, 0.65117], [3.02772, 6.93200, 1.33048], [5.28970, 4.32453, 0.40247], [-0.85828, 4.76524, 1.56487], [3.04737, -5.46796, 1.09584], [3.25613, 2.61435, -2.74996], [3.29218, 4.02099, -2.44824], [2.95033, 2.49401, -4.09391], [4.43930, 2.01516, -2.41367], [2.16120, 2.12193, -1.98090], [-0.92240, -1.15139, -1.76053], [-2.04262, -1.26915, -1.33453], [-3.10127, -0.80347, -2.00011], [-4.30491, -0.97647, -1.22340], [-3.98301, -2.09458, -0.24476], [-2.48705, -1.88773, -0.01663], [-4.53056, -0.03353, -0.72114], [-5.12747, -1.22992, -1.88814], [-4.58311, -2.05835, 0.66151], [-4.15128, -3.06153, -0.71985], [-2.28787, -1.17777, 0.79004], [-1.96743, -2.82429, 0.16866], [2.13607, -3.30185, -3.21101], [2.75260, -2.97000, -2.54110], [-2.24134, -0.58972, -4.71548], [-1.62364, -0.84062, -4.01911], [-2.33279, 0.36072, -4.61641], [1.22643, 4.20738, -2.60269], [-3.40056, 2.81626, -0.00954], [-4.45517, 3.54019, 1.23707], [-4.31870, 5.03906, 1.31375], [-2.73388, 5.56236, 1.95718], [-4.21788, 3.07150, 2.18837], [-5.47838, 3.28347, 0.97052], [-5.07143, 5.43688, 1.99102], [-4.44999, 5.50398, 0.34078], [-2.82172, 0.22728, 4.89754], [-3.73228, 0.25970, 5.69444], [-1.88076, -0.73914, 4.84134], [-0.82220, -0.71393, 3.85647], [-1.94287, -1.83019, 5.80064], [-2.68327, 1.00803, 4.12716], [-0.87318, -1.61384, 3.23606], [0.14747, -0.68058, 4.35878], [-0.92129, 0.16359, 3.21908], [-2.89136, -2.35862, 5.70184], [-1.87752, -1.43731, 6.81507], [-1.12137, -2.52022, 5.62458], [-7.15946, -2.55189, -3.42378], [-8.33963, -1.97112, -3.63718], [-8.80957, -1.62146, -4.89289], [-8.00790, -1.88482, -5.99145], [-6.77683, -2.48556, -5.79046], [-6.40311, -2.79875, -4.49333], [-8.93399, -1.78004, -2.75042], [-9.77815, -1.15472, -5.00544], [-8.33781, -1.62565, -6.98900], [-6.11932, -2.70754, -6.61902], [-5.44836, -3.27253, -4.29327]], "forces_ev_per_angstrom": [[-0.33, 0.56, 0.22], [0.02, -0.68, -1.04], [0.41, 0.12, 0.32], [-0.49, -0.31, 0.53], [-0.35, -0.25, -0.63], [1.09, 0.88, 0.45], [-0.48, -0.07, -0.65], [0.24, -0.16, -0.50], [-0.23, -0.28, 1.10], [1.26, 0.12, -0.81], [-1.36, 0.15, 0.75], [0.28, -0.68, 0.16], [-0.19, 0.09, -0.45], [0.21, -0.13, 0.03], [0.31, -0.16, -0.05], [-0.18, 0.36, 0.50], [0.20, 0.06, 0.34], [0.08, -0.09, -0.20], [-0.30, -0.07, -0.18], [0.03, -0.05, -0.44], [0.12, 0.16, -0.03], [0.23, -0.06, 0.19], [0.08, 0.11, 0.22], [-0.28, -0.26, -0.24], [-0.45, -0.02, 0.26], [0.03, -0.06, -0.42], [-0.17, 0.04, 0.34], [0.27, 0.02, -0.08], [-0.04, -0.39, 0.01], [0.39, 0.23, 0.06], [-0.21, -0.12, 0.00], [-0.14, 0.00, 0.00], [-0.11, 0.41, 0.01], [-0.69, -0.19, 0.01], [0.48, 0.07, 0.28], [0.08, -0.25, -0.01], [0.13, 0.60, 0.10], [-0.02, 0.03, -0.05], [0.03, 0.00, -0.01], [0.05, 0.02, -0.10], [0.34, -0.71, -0.26], [0.36, 0.89, -0.73], [0.60, -0.60, -0.39], [-0.77, 0.78, 0.20], [-0.29, 0.13, -0.04], [-0.12, 0.00, 0.11], [-0.53, 0.26, 0.05], [-0.10, -0.09, 0.08], [0.09, 0.24, 0.05], [-0.19, 0.02, 0.27], [-0.38, -0.06, 0.03], [0.09, -0.07, 0.11], [-0.31, -0.16, -0.22], [0.09, 0.01, -0.01], [0.10, 0.04, -0.15], [0.00, 0.08, 0.00], [-0.03, 0.01, -0.02], [0.07, -0.01, 0.00], [0.18, 0.05, 0.08], [-0.16, -0.26, 1.11], [0.14, 0.02, -0.31], [0.06, -0.04, -0.18], [0.07, -0.02, -0.01], [-0.03, 0.03, 0.00], [1.10, -0.70, 0.10], [0.03, -0.02, 0.01], [-0.08, -0.02, 0.09], [-0.09, -0.05, -0.07], [-0.54, 0.41, 0.16], [0.07, 0.00, 0.00], [-0.01, 0.04, -0.03], [0.03, -0.02, 0.06], [0.08, -0.01, -0.03], [-0.08, 0.16, -0.07], [-0.05, -0.07, 0.07], [0.10, 0.00, -0.16], [-0.08, -0.21, 0.23], [-0.15, 0.17, 0.00], [0.05, -0.02, -0.01], [0.12, 0.04, -0.06], [0.09, 0.01, -0.15], [-0.02, 0.03, 0.03], [0.02, -0.04, 0.06], [-0.01, -0.07, 0.03], [0.03, 0.02, -0.04], [0.06, 0.08, -0.05], [0.00, -0.01, 0.12], [0.02, -0.01, 0.00], [-0.02, 0.01, -0.06], [-0.03, 0.00, -0.01], [0.06, -0.05, 0.12], [-0.05, 0.02, -0.03], [-0.01, 0.00, 0.02], [0.00, 0.00, 0.00], [0.03, 0.00, 0.02], [0.03, 0.02, -0.07]]}